C19H30N6O8PSTb as an isolated structure, computed with wB97M-V/def2-TZVPD.

Computed properties:
HOMO-LUMO gap (alpha / beta), eV: 7.557 / 7.576
Highest occupied orbital energy (alpha / beta), hartree: -0.2886 / -0.2893
LUMO energy (alpha / beta), eV: -0.30 / -0.30
ΔE to the lowest compared entry with this formula, charge and spin, eV: 0.000
Strongest force on any atom, hartree/bohr: 0.034

Geometry as ORCA input:
```
! RIJCOSX wB97M-V def2-TZVPD def2/J DEFGRID3
* xyz 0 7
Tb 0.37 -0.85 1.05
N -0.60 -0.84 3.41
C 0.37 -1.10 4.48
C 1.60 -1.86 3.95
O 2.23 -2.60 4.70
N 1.86 -1.62 2.66
C 2.99 -2.35 2.09
C 2.95 -1.84 0.65
O 3.76 -0.98 0.27
O 1.91 -2.19 -0.02
H -1.08 0.06 3.55
H -1.31 -1.57 3.38
H -0.05 -1.65 5.32
H 0.73 -0.13 4.86
H 2.83 -3.44 2.14
H 3.95 -2.10 2.56
N -1.10 2.10 3.67
C -1.51 2.75 2.43
C -0.49 2.54 1.31
O -0.26 3.48 0.53
O 0.05 1.39 1.23
H -1.65 2.45 4.44
H -0.13 2.33 3.87
H -1.69 3.83 2.53
H -2.44 2.28 2.08
C -6.53 -4.26 -2.86
C -5.40 -3.61 -2.13
C -5.24 -3.78 -0.76
C -4.20 -3.16 -0.08
C -3.31 -2.37 -0.78
C -3.44 -2.19 -2.14
C -4.48 -2.81 -2.81
S -2.00 -1.57 0.09
O -1.26 -2.57 0.89
O -2.52 -0.54 0.97
O -1.06 -1.00 -0.89
H -6.77 -5.23 -2.43
H -6.30 -4.39 -3.91
H -7.43 -3.64 -2.79
H -5.93 -4.41 -0.22
H -4.07 -3.31 0.98
H -2.72 -1.58 -2.67
H -4.59 -2.67 -3.88
C 2.84 2.67 -3.42
N 1.79 3.14 -2.44
C 2.49 3.93 -1.32
N 3.52 3.16 -0.73
C 4.47 2.70 -1.73
N 3.85 1.90 -2.78
C 3.36 0.62 -2.27
P 2.08 0.81 -0.94
C 1.01 1.99 -1.89
C 2.99 2.05 0.07
H 3.28 3.57 -3.87
H 2.33 2.08 -4.19
H 1.14 3.78 -2.91
H 1.71 4.18 -0.60
H 2.90 4.82 -1.81
H 5.24 2.10 -1.24
H 4.94 3.58 -2.19
H 4.19 0.05 -1.85
H 2.94 0.04 -3.10
H 0.25 2.40 -1.23
H 0.55 1.47 -2.74
H 3.81 1.54 0.57
H 2.30 2.45 0.82
*
```

A 2-piece molecular cluster, C3H7O2S overall, computed with wB97M-V/def2-TZVPD.

Computed properties:
HOMO-LUMO gap, eV: 8.133
Highest occupied orbital energy, hartree: -0.1688
LUMO energy, eV: 3.54
ΔE to the lowest compared entry with this formula, charge and spin, eV: 0.448
Strongest force on any atom, hartree/bohr: 0.017

Geometry as ORCA input:
```
! RIJCOSX wB97M-V def2-TZVPD def2/J DEFGRID3
* xyz -1 1
C 0.41 0.08 1.47
C -0.73 -0.91 1.53
S -1.90 -0.88 0.11
H 0.01 1.05 1.16
H 1.20 -0.12 0.75
H 0.93 0.18 2.43
H -0.38 -1.91 1.79
H -1.40 -0.67 2.37
H -1.00 -0.35 -0.85
O 1.88 1.28 -2.87
C 0.72 0.89 -2.69
O 0.24 0.33 -1.66
H 0.01 1.04 -3.54
*
```

C21H23F6N3O5PPdS4 as an isolated structure, computed with wB97M-V/def2-TZVPD.

Computed properties:
HOMO-LUMO gap (alpha / beta), eV: 7.361 / 5.504
Highest occupied orbital energy (alpha / beta), hartree: -0.4073 / -0.4393
LUMO energy (alpha / beta), eV: -3.72 / -6.45
ΔE to the lowest compared entry with this formula, charge and spin, eV: 0.000
Strongest force on any atom, hartree/bohr: 0.013

Geometry as ORCA input:
```
! RIJCOSX wB97M-V def2-TZVPD def2/J DEFGRID3
* xyz 1 5
Pd -0.45 0.20 0.21
C 3.60 2.56 0.73
C 2.28 1.94 1.04
N 1.67 1.13 0.19
N 2.39 0.93 -0.91
C 1.81 0.24 -1.92
S 0.20 -0.20 -2.06
S 2.99 -0.05 -3.14
C 2.15 -1.21 -4.24
C 1.82 -2.54 -3.61
C 2.72 -3.23 -2.81
C 2.40 -4.48 -2.29
C 1.17 -5.05 -2.57
C 0.26 -4.37 -3.37
C 0.58 -3.12 -3.88
C 1.61 2.33 2.29
C 1.83 3.58 2.79
C 1.16 4.06 3.94
C 0.26 3.25 4.62
C 0.02 1.98 4.17
C 0.66 1.46 2.99
O 0.43 0.29 2.61
H 4.24 1.86 0.20
H 4.10 2.91 1.63
H 3.45 3.41 0.05
H 2.86 -1.33 -5.06
H 1.26 -0.73 -4.64
H 3.69 -2.79 -2.59
H 3.12 -5.00 -1.68
H 0.93 -6.03 -2.18
H -0.70 -4.82 -3.60
H -0.13 -2.60 -4.51
H 2.51 4.26 2.28
H 1.35 5.07 4.29
H -0.25 3.63 5.50
H -0.68 1.31 4.67
F -5.50 0.11 -1.01
C -4.95 1.26 -0.64
F -5.83 1.98 0.03
F -4.56 1.93 -1.72
S -3.49 0.89 0.43
O -2.57 0.26 -0.51
O -3.99 0.07 1.49
N -3.01 2.27 0.97
S -1.76 3.13 0.52
O -0.94 2.52 -0.51
O -1.10 3.66 1.67
C -2.52 4.60 -0.30
F -1.53 5.43 -0.64
F -3.18 4.25 -1.39
F -3.34 5.22 0.54
C -1.63 -2.97 -0.45
P -0.63 -2.09 0.78
C -1.42 -2.38 2.38
C 0.97 -2.93 0.81
H -1.74 -4.02 -0.17
H -1.14 -2.92 -1.42
H -2.61 -2.51 -0.51
H -1.50 -3.45 2.57
H -2.41 -1.93 2.37
H -0.82 -1.90 3.16
H 0.85 -3.99 1.07
H 1.62 -2.45 1.54
H 1.43 -2.86 -0.18
*
```